Formula: C10H10N3ORuSTe4
Source: the OMol25 dataset
Level of theory: wB97M-V/def2-TZVPD

XYZ file:
```
30
Properties=species:S:1:pos:R:3
Ru -0.0515 -0.0838 0.1489
O -2.1473 0.4592 0.1594
N -2.5489 1.2501 -0.8309
C -3.8734 1.3130 -1.0827
C -4.3609 2.1458 -2.0542
C -3.4722 2.9361 -2.7788
C -2.1248 2.8624 -2.5044
C -1.6557 2.0029 -1.5124
S 0.0230 1.8879 -1.0882
H -4.4766 0.6694 -0.4615
H -5.4236 2.1760 -2.2425
H -3.8349 3.5999 -3.5510
H -1.4045 3.4586 -3.0457
Te 0.2028 1.7262 2.2766
Te 2.3879 0.4084 1.6186
Te 2.0178 -0.8164 -1.2022
Te -0.3122 -1.7457 -2.0076
N -2.2012 -4.8183 3.7210
C -1.6957 -3.8186 2.9741
C -2.3807 -3.3105 1.8562
C -1.8297 -2.2959 1.1219
N -0.6361 -1.7326 1.4012
C 0.0102 -2.2053 2.4799
C -0.4628 -3.2193 3.2719
H -3.0751 -5.2504 3.4831
H -1.6889 -5.1820 4.5037
H -3.3427 -3.7154 1.5712
H -2.3692 -1.8902 0.2800
H 0.9616 -1.7509 2.7120
H 0.1223 -3.5470 4.1209
```

* energy relative to the best compared isomer or geometry (same formula, charge and spin): 9.5 kcal/mol
* net charge: +1
* HOMO-LUMO gap (alpha / beta): 5.73 / 5.35 eV
* 2S+1: 5
* highest occupied orbital energy (alpha / beta): -9.667 / -10.503 eV

---

Formula: C5H8O2
Source: the OMol25 dataset
Level of theory: wB97M-V/def2-TZVPD

XYZ file:
```
15
Properties=species:S:1:pos:R:3
O -1.6954 1.2381 0.4684
C -1.5466 -0.1458 0.2162
C -0.0861 -0.5737 0.0995
C 0.8850 -0.4941 1.3183
C 1.7891 0.4081 0.4853
O 2.8281 0.9660 0.7079
C 0.8885 0.3029 -0.7448
H -2.6283 1.4458 0.3225
H -2.0321 -0.7383 1.0106
H -2.0404 -0.4139 -0.7322
H -0.1300 -1.5968 -0.2877
H 0.5106 -0.0477 2.2446
H 1.3835 -1.4473 1.5507
H 0.5188 1.2648 -1.1152
H 1.3784 -0.2381 -1.5633
```

* energy relative to the best compared isomer or geometry (same formula, charge and spin): 29.0 kcal/mol
* HOMO-LUMO gap: 10.10 eV
* 2S+1: 1
* highest occupied orbital energy: -9.417 eV

---

Formula: C5H38NO13
Source: the OMol25 dataset
Level of theory: wB97M-V/def2-TZVPD

XYZ file:
```
57
Properties=species:S:1:pos:R:3
C 0.2521 -0.2542 -3.1346
C -0.0521 0.2340 -1.6800
C 1.1936 0.6625 -0.9909
C 0.9870 2.0283 -0.3468
C 0.4711 2.0164 0.8773
N -0.4898 -0.9829 -0.8913
H -0.6814 -0.3532 -3.6995
H 0.8669 0.5576 -3.6777
H 0.8335 -1.2030 -3.2166
H -0.7756 1.0041 -1.6599
H 2.0530 0.6996 -1.8021
H 1.5535 0.0563 -0.1468
H 1.1464 3.0079 -0.7478
H 0.2190 2.8152 1.5338
H 0.3825 1.0982 1.6026
H -1.1241 -0.3907 -0.1532
H 0.2963 -1.5080 -0.4677
H -1.1409 -1.6844 -1.2892
H 4.4508 -1.6429 0.1762
H 4.2654 -0.0806 0.1511
O 4.2540 -0.9067 -0.2345
H 0.8429 -1.3120 2.5948
H 0.9649 -2.6343 1.9701
O 1.0543 -1.6431 1.6813
H -1.4203 -2.9418 1.4499
H -2.8499 -3.0387 2.2226
O -2.0057 -2.7714 2.3301
H -1.6967 3.8513 -0.2179
H -1.7052 3.6227 1.1796
O -2.0972 3.2915 0.3943
H -2.7839 -1.6816 -2.7873
H -3.0145 -3.2169 -2.7528
O -2.3967 -2.5406 -3.0494
H 1.0391 3.7483 -2.7893
H 0.6596 4.9243 -1.9485
O 0.3211 4.2788 -2.5491
H -2.2761 0.9412 2.7594
H -2.2578 -0.5642 2.8514
O -2.7638 0.1428 2.5475
H 3.5269 -0.4069 3.3600
H 2.6028 -0.1328 2.2098
O 3.2956 0.2802 2.7004
H 1.9486 -3.1000 -2.0440
H 2.6130 -2.2217 -0.9217
O 1.9470 -2.8512 -1.0913
H 0.5141 -4.5936 0.6771
H 0.1471 -3.2001 0.3690
O -0.2793 -3.9923 0.4624
H -4.5695 1.6791 0.9465
H -3.2520 1.9053 0.2290
O -4.0622 1.5560 0.1268
H 2.9969 2.3359 1.7671
H 2.8609 3.4298 2.9252
O 2.3734 2.9121 2.2397
H -3.2165 -0.8751 0.5932
H -3.2355 0.3016 -0.4416
O -2.7868 -0.6560 -0.1965
```

* energy relative to the best compared isomer or geometry (same formula, charge and spin): 110.4 kcal/mol
* net charge: +1
* HOMO-LUMO gap: 9.80 eV
* 2S+1: 1
* highest occupied orbital energy: -12.502 eV

---

Formula: C6H10O
Source: the OMol25 dataset
Level of theory: wB97M-V/def2-TZVPD

XYZ file:
```
17
Properties=species:S:1:pos:R:3
C -0.7123 -1.3557 -0.5124
C 0.5462 -1.1321 -0.9221
C -0.8842 -0.0326 0.2773
C 0.7702 0.1377 -0.2180
C -2.0992 0.8151 0.0568
C 1.7886 0.0386 0.9245
O 0.9812 1.2923 -0.9484
H -1.4036 -2.2091 -0.8209
H 1.1771 -1.7172 -1.5868
H -0.8595 -0.3540 1.3944
H -2.1488 1.8342 0.5496
H -2.9958 0.2325 0.3637
H -2.2921 1.1749 -0.9366
H 1.4538 0.3776 1.9345
H 2.5976 0.7078 0.6635
H 2.1758 -1.0891 1.0664
H 1.9050 1.2791 -1.2857
```

* energy relative to the best compared isomer or geometry (same formula, charge and spin): 53.9 kcal/mol
* HOMO-LUMO gap: 10.17 eV
* 2S+1: 1
* highest occupied orbital energy: -9.219 eV

---

Formula: C39H30BrCl2N8O4Ti
Source: the OMol25 dataset
Level of theory: wB97M-V/def2-TZVPD

XYZ file:
```
85
Properties=species:S:1:pos:R:3
Ti -0.4192 -0.2286 0.5948
Cl -3.0774 -1.4846 6.7909
C -2.7208 -1.5630 5.0924
C -2.1050 -0.4719 4.4894
C -1.7697 -0.5190 3.1422
N -1.0359 0.4062 2.4003
C -0.6689 1.6234 2.8342
O -0.9688 2.2028 3.8738
C 0.2094 2.2848 1.8031
C 0.5105 3.6316 1.8673
C 1.2647 4.2039 0.8561
C 1.6969 3.3933 -0.1874
C 1.3701 2.0521 -0.1756
N 0.6518 1.4898 0.8046
C -2.0683 -1.6904 2.3931
C -2.6993 -2.7663 3.0087
C -3.0239 -2.6990 4.3571
Cl -3.8146 -4.0541 5.0951
N -1.6466 -1.6774 1.0647
C -0.9649 -2.8474 0.6655
O -1.4944 -3.8400 0.2087
C 0.4823 -2.7440 0.9613
C 1.3181 -3.8605 1.0098
C 2.6118 -3.7247 1.4525
C 3.0599 -2.4572 1.8496
C 2.1960 -1.3943 1.7602
N 0.9362 -1.5032 1.3187
H -1.8533 0.3982 5.0757
H 0.1248 4.1986 2.7032
H 1.5147 5.2563 0.8736
H 2.2753 3.7991 -1.0052
H 1.6735 1.3955 -0.9782
H -2.9028 -3.6619 2.4374
H 0.9059 -4.8135 0.7074
H 3.2738 -4.5786 1.5045
H 4.0692 -2.3132 2.2073
H 2.5064 -0.3950 2.0432
Br -1.2081 -3.4892 -12.9807
C -1.1625 -2.8156 -11.1933
C -0.5838 -3.5783 -10.1895
C -0.5434 -3.0875 -8.8989
C -1.0834 -1.8204 -8.5884
C -1.6612 -1.0763 -9.6356
C -1.7042 -1.5661 -10.9256
N -1.0406 -1.2437 -7.3473
N -0.7653 -2.0782 -6.3819
C -0.5840 -1.6196 -5.1253
C -0.5965 -2.6061 -4.1186
C -0.4332 -2.3037 -2.7838
C -0.2254 -0.9946 -2.3481
O -0.0858 -0.7113 -1.0419
C -0.1412 0.0439 -3.3224
N 0.1331 1.2995 -2.8796
C 0.2323 2.2694 -3.7603
C 0.0973 2.0848 -5.1374
C -0.1646 0.8150 -5.6088
C -0.3181 -0.2536 -4.7106
H -0.1704 -4.5517 -10.4204
H -0.0985 -3.6585 -8.0962
H -2.0834 -0.1082 -9.3965
H -2.1600 -0.9879 -11.7185
H -0.7690 -3.6269 -4.4324
H -0.4753 -3.0851 -2.0351
H 0.4440 3.2591 -3.3561
H 0.2144 2.9199 -5.8160
H -0.2602 0.6225 -6.6644
O -1.7792 1.0566 -0.3015
C -2.9879 1.0809 -0.5711
C -3.5116 2.1123 -1.5333
C -4.2013 3.2604 -0.7791
C -5.6169 2.9105 -0.3140
C -5.7045 1.7300 0.6550
C -5.2880 0.3924 0.0335
N -3.8460 0.2240 -0.0108
H -4.2087 1.6609 -2.2428
H -2.6440 2.4794 -2.0787
H -4.2611 4.1265 -1.4406
H -3.5832 3.5491 0.0764
H -6.2284 2.6895 -1.1953
H -6.0530 3.7894 0.1679
H -6.7365 1.6430 1.0036
H -5.0734 1.9169 1.5284
H -5.7121 0.3049 -0.9714
H -5.6814 -0.4284 0.6292
H -3.4101 -0.4587 0.5973
```

* net charge: -1
* HOMO-LUMO gap (alpha / beta): 3.68 / 5.59 eV
* 2S+1: 3
* highest occupied orbital energy (alpha / beta): -2.424 / -4.161 eV

---

Formula: C26H33ClIKN8O7
Source: the OMol25 dataset
Level of theory: wB97M-V/def2-TZVPD

XYZ file:
```
77
Properties=species:S:1:pos:R:3
K -0.1273 0.8479 -0.8321
O 0.7418 2.3106 -3.0617
C -0.2828 3.3015 -3.1002
C -0.5754 3.9565 -1.7532
N -1.4824 3.2218 -0.8886
C -2.8194 3.0695 -1.4528
C -3.1968 1.7000 -2.0908
O -4.4185 1.5614 -2.3075
O -2.2790 0.8771 -2.3281
C -1.4645 3.7327 0.4743
C -0.2189 3.4339 1.3549
O -0.2173 4.0156 2.4500
O 0.6742 2.6697 0.8918
H 0.3654 1.4289 -3.1968
H 0.0693 4.0795 -3.7871
H -1.1976 2.8792 -3.5205
H 0.3686 4.0982 -1.2227
H -0.9946 4.9615 -1.9715
H -3.5720 3.2698 -0.6882
H -2.9968 3.8171 -2.2421
H -1.5572 4.8329 0.5076
H -2.3282 3.3375 1.0103
Cl 4.8758 -5.0702 -2.9751
C 3.6830 -3.7808 -2.9030
C 3.3669 -3.0956 -4.0464
C 2.4314 -2.0653 -4.0324
I 2.0018 -1.0456 -5.8005
C 1.7501 -1.6347 -2.8637
O 0.9256 -0.7041 -2.8152
C 2.1077 -2.4040 -1.6506
N 1.4719 -2.0430 -0.5148
C 1.7308 -2.6861 0.5991
C 2.6570 -3.7408 0.6764
C 3.3210 -4.1207 -0.4562
C 3.0601 -3.4579 -1.6756
H 3.8561 -3.3604 -4.9749
H 1.1928 -2.3587 1.4841
H 2.8343 -4.2349 1.6240
H 4.0433 -4.9264 -0.4374
N 0.9129 -0.3596 2.8951
C 1.9237 -0.0254 2.4427
N 3.1108 0.2628 1.9351
C 3.2912 1.2495 0.8614
C 4.5607 2.0180 1.1479
O 5.6876 1.1554 1.3248
C 5.4749 0.2502 2.3865
C 4.2486 -0.6128 2.1407
H 2.4197 1.9126 0.8244
H 3.3847 0.7122 -0.0913
H 4.4246 2.6273 2.0505
H 4.8077 2.6709 0.3123
H 5.3447 0.8009 3.3293
H 6.3703 -0.3697 2.4560
H 4.0608 -1.2650 2.9941
H 4.4080 -1.2370 1.2526
C -2.9277 -1.6189 -0.0397
N -4.0972 -2.3493 0.4839
C -5.2072 -1.3946 0.5900
N -4.8959 -0.2667 1.4717
C -3.7115 0.4072 0.9090
N -2.5609 -0.4984 0.8241
C -2.2670 -1.0022 2.1640
N -3.4156 -1.7222 2.7460
C -3.7690 -2.8121 1.8325
C -4.5467 -0.7928 2.7881
H -3.1495 -1.2294 -1.0354
H -2.0817 -2.3076 -0.1092
H -6.0849 -1.9195 0.9816
H -5.4339 -1.0051 -0.4040
H -3.4470 1.2528 1.5485
H -3.9716 0.7682 -0.0841
H -1.9879 -0.1715 2.8123
H -1.4137 -1.6798 2.1142
H -4.6326 -3.3471 2.2417
H -2.9248 -3.5038 1.7707
H -4.2885 0.0418 3.4446
H -5.4160 -1.3129 3.2046
```

* energy relative to the best compared isomer or geometry (same formula, charge and spin): 0.0 kcal/mol
* net charge: -2
* HOMO-LUMO gap: 6.22 eV
* 2S+1: 1
* highest occupied orbital energy: -2.398 eV

---

Formula: C13H19N2
Source: the OMol25 dataset
Level of theory: wB97M-V/def2-TZVPD

XYZ file:
```
34
Properties=species:S:1:pos:R:3
C -3.7253 -1.4253 0.3647
C -3.4298 -1.2488 -0.9340
C -3.1934 -0.6054 1.3992
C -2.4666 -0.3240 -1.2847
C -2.1804 0.2847 1.0511
C -1.8413 0.4041 -0.2861
C 2.1165 -0.1982 -0.1900
C 2.0181 -1.4478 -0.0119
C -0.1472 2.2832 0.1503
C 1.1223 1.6800 0.8191
C 2.7883 -2.2234 0.9874
C 0.8171 -2.0419 -0.7245
C 2.9117 1.9901 -0.8695
N -0.8001 1.2503 -0.6716
N 2.0416 1.0687 -0.1163
H -4.6010 -1.9633 0.7944
H -3.9697 -1.8119 -1.8305
H -3.6657 -0.7078 2.3039
H -2.3216 0.0381 -2.2966
H -1.6009 1.1061 1.7591
H -0.9171 2.6999 0.8626
H 0.0485 2.9865 -0.6384
H 1.6001 2.5155 1.4021
H 0.7826 0.8978 1.5080
H 3.6524 -2.5729 0.5014
H 3.0323 -1.4473 1.6804
H 2.2001 -2.9170 1.4795
H 0.2083 -2.5181 0.1527
H 0.2000 -1.2751 -1.3300
H 1.2400 -2.8774 -1.2995
H 4.0022 1.7258 -0.9558
H 2.4039 1.9473 -1.8583
H 2.8163 2.9843 -0.3717
H -1.1424 1.7431 -1.5466
```

* energy relative to the best compared isomer or geometry (same formula, charge and spin): 84.8 kcal/mol
* net charge: +1
* HOMO-LUMO gap: 7.86 eV
* 2S+1: 1
* highest occupied orbital energy: -11.150 eV

---

Formula: C18H50BN2O17P4
Source: the OMol25 dataset
Level of theory: wB97M-V/def2-TZVPD

XYZ file:
```
92
Properties=species:S:1:pos:R:3
C -1.3293 -2.1347 -4.8731
C -2.0382 -1.0649 -5.7016
N -2.4688 -1.3890 -6.8358
C -2.1858 0.3463 -5.1121
B -3.7249 0.9561 -5.1397
C -4.7339 0.3432 -4.0097
C -5.0372 -1.1842 -4.0944
C -5.5965 -1.6502 -5.4229
N -6.6254 -0.9293 -6.1374
O -5.2035 -2.6765 -5.8808
H -1.8159 -3.1136 -5.0049
H -1.3959 -1.8807 -3.8033
H -0.2732 -2.2750 -5.1504
H -2.9073 -0.5633 -7.2558
H -1.5831 0.9871 -5.7891
H -1.6941 0.4104 -4.1243
H -3.6377 2.1604 -4.9645
H -4.1416 0.8280 -6.2902
H -5.7130 0.8552 -4.1254
H -4.4110 0.5708 -2.9739
H -4.1237 -1.7597 -3.9006
H -5.7649 -1.4333 -3.2961
H -6.2393 -0.5328 -6.9918
H -7.2521 -1.6593 -6.4737
C -0.3066 3.5754 1.6158
O -0.2345 2.2522 1.0620
P -1.7224 1.6439 0.5261
O -2.1042 0.9112 1.7887
O -1.0120 0.6766 -0.5408
C -0.1850 -0.3816 -0.0736
O -3.1541 1.5248 -0.3086
C -4.3044 2.0912 0.3277
H 0.6899 3.8701 1.9390
H -0.6540 4.2840 0.8617
H -0.9829 3.5923 2.4749
H -0.4938 -0.7353 0.9109
H 0.8543 -0.0483 -0.0360
H -0.2619 -1.2038 -0.7832
H -4.0552 3.0074 0.8621
H -4.7325 1.3657 1.0183
H -5.0355 2.3227 -0.4456
C 1.3983 -8.4136 -1.2003
O 1.8922 -7.3300 -1.9972
P 0.7749 -6.6429 -3.0693
O 1.1094 -7.4751 -4.2780
O 1.5416 -5.2279 -3.0515
C 2.8535 -5.1498 -3.5923
O -0.5993 -5.8864 -3.6223
C -1.6743 -6.7468 -4.0224
H 2.2074 -8.7678 -0.5647
H 0.5766 -8.0763 -0.5655
H 1.0590 -9.2327 -1.8399
H 3.0138 -5.8872 -4.3790
H 3.5883 -5.2934 -2.7978
H 2.9833 -4.1535 -4.0123
H -1.7494 -7.6194 -3.3743
H -1.5217 -7.0638 -5.0526
H -2.6014 -6.1795 -3.9579
C 0.1357 2.2399 6.0621
O 1.3301 2.9421 6.4455
P 1.1395 4.5738 6.8126
O 1.4345 5.1324 5.4448
O 2.4200 4.5602 7.7884
C 3.7059 4.3244 7.2248
O 0.5900 5.9607 7.5571
C -0.5401 6.5960 6.9463
H 0.4001 1.2080 5.8447
H -0.5917 2.2528 6.8751
H -0.2980 2.6966 5.1691
H 3.7627 4.6604 6.1891
H 3.9429 3.2610 7.2788
H 4.4369 4.8761 7.8145
H -1.2456 5.8650 6.5541
H -0.2009 7.2482 6.1428
H -1.0413 7.1959 7.7049
C 5.8814 3.8851 3.3498
O 6.1514 2.5291 2.9674
P 4.7951 1.5279 2.8264
O 4.8004 0.9740 4.2257
O 5.5400 0.5784 1.7587
C 6.6682 -0.1750 2.1818
O 3.3226 0.9553 2.3062
C 2.1849 1.3632 3.0806
H 6.8280 4.4181 3.4116
H 5.2524 4.3736 2.6037
H 5.3879 3.9141 4.3246
H 6.6202 -0.4181 3.2435
H 7.5827 0.3833 1.9735
H 6.6867 -1.1013 1.6091
H 2.2966 2.3910 3.4272
H 2.0617 0.6954 3.9325
H 1.2978 1.2991 2.4522
```

* net charge: -1
* HOMO-LUMO gap: 4.66 eV
* 2S+1: 1
* highest occupied orbital energy: -4.912 eV

---

- 2S+1 of number 8 (C18H50BN2O17P4)?
  1

---

- Look up the 2S+1 of the eighth one.
  1

---

- What is the formula in the first record?
  C10H10N3ORuSTe4